# C24H46ClNO9P3S

3 unconnected molecules or ions with the total composition C24H46ClNO9P3S (the ωB97M-V functional and the def2-TZVPD basis, the OMol25 dataset).

Computed properties:
* orbital gap: 5.996 eV
* E_tot: -3555.7350 hartree
* LUMO energy: -5.0 eV
* HOMO: -11.032 eV

```
! RIJCOSX wB97M-V def2-TZVPD def2/J DEFGRID3
* xyz 1 1
C 4.34 -2.57 -0.88
C 3.64 -1.67 -1.55
C 2.51 -1.01 -2.53
N 1.13 -1.20 -1.93
C 0.57 -2.57 -2.09
P 1.52 -3.98 -2.93
P 0.26 -5.72 -3.30
O -0.48 -6.27 -2.06
O -0.76 -5.41 -4.66
O 1.34 -6.98 -3.81
C -0.87 -2.87 -1.54
C -1.74 -1.76 -0.77
P -3.43 -2.29 -0.12
S -4.69 -2.85 -1.50
C -1.07 -0.34 -0.61
C -1.89 0.80 0.18
O -2.22 1.91 -0.70
C -3.64 2.23 -0.63
C -4.51 1.47 -1.80
O -5.79 1.08 -1.23
C -6.63 0.47 -2.25
C -7.88 -0.22 -1.45
C 0.40 -0.12 -1.23
C 1.05 1.36 -1.02
C 1.13 2.22 -2.38
C 2.53 3.05 -2.55
Cl 3.16 3.76 -0.97
H 4.90 -3.43 -0.32
H 2.81 0.11 -2.62
H 2.59 -1.44 -3.61
H 1.88 -3.46 -4.24
H -0.13 -5.05 -5.35
H 2.23 -6.61 -4.02
H -1.35 -3.90 -1.68
H -3.19 -3.46 0.72
H -4.09 -1.33 0.72
H -2.81 0.36 0.73
H -1.20 1.23 1.03
H -3.72 3.39 -0.78
H -4.10 2.05 0.43
H -4.61 2.22 -2.69
H -3.89 0.55 -2.14
H -7.07 1.23 -3.00
H -6.11 -0.37 -2.85
H -8.04 0.47 -0.51
H -7.50 -1.27 -1.13
H -8.85 -0.24 -2.06
H 0.50 1.99 -0.23
H 2.12 1.17 -0.59
H 0.29 3.03 -2.45
H 1.04 1.59 -3.35
H 2.40 3.95 -3.28
H 3.38 2.40 -3.02
C 7.17 0.79 2.96
O 8.35 0.81 2.17
C 8.61 -0.45 1.55
C 8.21 -0.44 0.07
O 6.79 -0.32 -0.08
C 6.39 0.99 -0.43
H 6.93 1.82 3.22
H 6.33 0.36 2.42
H 7.35 0.23 3.88
H 8.10 -1.26 2.08
H 9.68 -0.63 1.62
H 8.50 -1.39 -0.38
H 8.73 0.36 -0.46
H 6.66 1.20 -1.47
H 6.85 1.74 0.22
H 5.31 1.06 -0.32
C -3.37 0.58 6.25
O -3.26 1.99 6.18
C -2.27 2.42 5.25
C -2.91 2.90 3.95
O -3.51 1.82 3.24
C -4.93 1.80 3.39
H -4.27 0.33 6.81
H -3.44 0.13 5.26
H -2.50 0.17 6.79
H -1.54 1.63 5.06
H -1.74 3.26 5.71
H -2.12 3.30 3.30
H -3.63 3.70 4.13
H -5.37 2.61 2.80
H -5.23 1.90 4.44
H -5.30 0.85 3.01
*
```

---

# C24H46F24HfN5O16PS6

A molecular structure, C24H46F24HfN5O16PS6 (the ωB97M-V functional and the def2-TZVPD basis, the OMol25 dataset).

Computed properties:
* orbital gap: 1.673 eV
* E_tot: -7593.6119 hartree
* LUMO energy: -10.6 eV
* HOMO: -12.245 eV

```
! RIJCOSX wB97M-V def2-TZVPD def2/J DEFGRID3
* xyz 2 1
Hf -3.93 -0.92 3.94
C -0.66 5.29 4.04
F -0.02 5.11 5.25
F -0.58 6.62 3.89
F 0.06 4.61 3.07
S -2.50 4.50 4.07
O -3.14 5.12 5.28
O -3.10 4.93 2.80
O -2.42 3.03 4.13
C -0.42 -6.39 2.29
F 0.54 -7.26 2.17
F -1.01 -6.23 1.01
F -1.40 -7.04 3.01
S 0.07 -4.74 3.04
O 0.57 -5.07 4.37
O 1.12 -4.13 2.23
O -1.25 -4.01 3.16
P -1.16 0.32 -0.19
F -0.88 0.07 1.42
F -1.16 1.96 0.10
F 0.45 0.49 -0.47
F -1.77 0.79 -1.68
F -1.15 -1.23 -0.56
F -2.66 0.13 0.38
C 8.23 1.33 0.50
N 7.01 1.18 1.51
C 7.52 0.58 2.84
C 6.39 2.55 1.85
C 5.89 0.34 0.87
C 6.24 -1.20 0.58
O 7.57 -1.34 -0.05
H 9.00 0.57 0.66
H 8.81 2.20 0.81
H 7.85 1.19 -0.51
H 8.03 -0.38 2.71
H 6.67 0.38 3.49
H 8.16 1.32 3.34
H 7.13 3.13 2.41
H 5.56 2.31 2.52
H 5.95 3.08 1.01
H 5.54 0.92 0.01
H 5.08 0.35 1.60
H 5.67 -1.69 -0.20
H 6.14 -1.77 1.50
H 7.56 -2.14 -0.58
C 0.85 -2.62 -5.15
N 0.56 -4.01 -5.67
C 1.76 -4.39 -6.50
C 0.39 -5.13 -4.63
C -0.66 -3.86 -6.65
C -1.43 -5.14 -7.01
O -0.72 -6.26 -7.51
H 0.00 -2.35 -4.52
H 0.82 -1.97 -6.03
H 1.69 -2.86 -4.49
H 1.71 -5.43 -6.82
H 2.57 -4.23 -5.80
H 1.91 -3.64 -7.29
H 0.54 -6.05 -5.20
H -0.61 -4.96 -4.22
H 1.15 -4.94 -3.87
H -0.35 -3.63 -7.67
H -1.35 -3.14 -6.19
H -2.23 -4.91 -7.71
H -1.97 -5.45 -6.11
H -1.32 -7.01 -7.59
C -1.03 8.44 -1.59
C -0.70 7.10 -2.25
C -0.15 7.36 -3.67
N 0.47 6.13 -4.38
C -0.75 5.20 -4.74
C 1.46 5.33 -3.49
C 2.55 4.80 -4.48
C 2.69 5.99 -5.49
C 1.19 6.55 -5.72
H -1.52 8.35 -0.62
H -1.66 9.06 -2.22
H -0.13 9.01 -1.33
H -1.58 6.47 -2.41
H -0.06 6.43 -1.68
H 0.68 8.05 -3.81
H -0.99 7.77 -4.24
H -1.35 4.96 -3.86
H -0.26 4.36 -5.22
H -1.29 5.88 -5.39
H 0.88 4.54 -3.02
H 1.80 6.03 -2.73
H 2.27 3.92 -5.06
H 3.45 4.46 -3.98
H 3.18 5.76 -6.43
H 3.17 6.83 -4.98
H 0.65 6.03 -6.52
H 1.21 7.62 -5.92
C -8.54 -4.69 2.82
F -9.06 -3.78 3.65
F -8.81 -5.90 3.30
F -9.03 -4.46 1.60
S -6.70 -4.52 2.76
O -6.20 -3.80 3.91
O -6.11 -5.82 2.65
N -6.18 -3.15 1.70
S -6.30 -3.96 0.24
O -5.07 -3.96 -0.52
O -6.95 -5.28 0.17
C -7.36 -2.74 -0.82
F -7.49 -3.39 -1.96
F -8.55 -2.75 -0.33
F -6.73 -1.55 -0.98
C -2.73 -4.50 8.47
F -3.84 -5.26 8.78
F -1.80 -4.96 9.20
F -2.44 -4.65 7.20
S -2.94 -2.54 8.89
O -4.38 -2.37 8.91
O -2.42 -2.25 10.24
N -2.34 -1.60 7.48
S -0.83 -1.24 8.00
O -0.11 -2.22 8.84
O -0.09 -0.74 6.87
C -1.01 0.46 9.11
F -1.54 1.36 8.34
F -1.75 0.14 10.23
F 0.24 0.82 9.48
*
```

---

# C24H46N7O8

7 unconnected molecules or ions with the total composition C24H46N7O8 (the ωB97M-V functional and the def2-TZVPD basis, the OMol25 dataset).

Computed properties:
* orbital gap: 6.159 eV
* E_tot: -1927.4672 hartree
* LUMO energy: 1.6 eV
* HOMO: -4.608 eV

```
! RIJCOSX wB97M-V def2-TZVPD def2/J DEFGRID3
* xyz -1 1
O 8.65 -2.85 -0.59
C 8.34 -2.85 -1.80
O 9.08 -2.87 -2.78
C 6.84 -2.83 -2.09
C 6.14 -4.00 -2.34
C 4.76 -3.94 -2.53
C 4.13 -2.70 -2.46
N 4.78 -1.56 -2.25
C 6.11 -1.65 -2.07
H 6.66 -4.94 -2.37
H 4.17 -4.82 -2.69
H 3.06 -2.65 -2.57
H 6.64 -0.73 -1.88
C 0.07 -0.92 -0.50
C 0.80 -2.24 -0.50
O 0.92 -2.92 -1.52
N 1.35 -2.64 0.66
C 1.43 -1.95 1.95
H -0.30 -0.73 -1.50
H -0.77 -0.93 0.19
H 0.75 -0.11 -0.21
H 1.80 -3.54 0.59
H 2.49 -1.85 2.14
H 0.98 -2.57 2.73
H 0.94 -0.99 1.92
C -1.50 -4.98 -1.37
C -1.04 -5.65 -0.10
O -0.83 -5.04 0.93
N -0.86 -7.00 -0.14
C -1.05 -7.90 -1.26
H -1.59 -3.91 -1.19
H -0.78 -5.13 -2.17
H -2.48 -5.37 -1.66
H -0.55 -7.39 0.74
H -1.80 -8.65 -1.02
H -0.12 -8.41 -1.50
H -1.38 -7.34 -2.14
C -3.68 2.87 -0.77
C -2.41 2.06 -0.83
O -2.15 1.18 -0.02
N -1.54 2.38 -1.82
C -1.72 3.41 -2.82
H -4.29 2.53 0.06
H -3.46 3.93 -0.63
H -4.26 2.75 -1.69
H -0.69 1.82 -1.83
H -1.69 2.97 -3.82
H -0.91 4.15 -2.75
H -2.66 3.91 -2.68
C -6.02 6.65 -1.99
C -4.51 6.63 -1.98
O -3.87 5.76 -2.54
N -3.88 7.63 -1.30
C -4.47 8.73 -0.57
H -6.37 5.80 -2.56
H -6.41 6.57 -0.97
H -6.39 7.56 -2.46
H -2.87 7.56 -1.33
H -4.13 9.68 -1.00
H -4.16 8.70 0.47
H -5.55 8.69 -0.62
C 5.29 -4.29 3.54
C 5.19 -2.89 3.00
O 4.21 -2.19 3.21
N 6.20 -2.45 2.25
C 7.40 -3.17 1.88
H 4.38 -4.51 4.11
H 5.37 -5.01 2.73
H 6.15 -4.40 4.20
H 6.08 -1.52 1.90
H 8.28 -2.63 2.23
H 7.44 -3.27 0.79
H 7.40 -4.16 2.31
C -6.63 4.40 3.23
C -5.58 4.44 2.15
O -5.87 4.46 0.96
N -4.28 4.46 2.53
C -3.73 4.43 3.88
H -7.60 4.39 2.77
H -6.52 3.50 3.84
H -6.55 5.27 3.88
H -3.63 4.48 1.76
H -3.12 5.32 4.05
H -3.11 3.55 4.01
H -4.53 4.40 4.61
*
```

---

# C24H46O8

6 unconnected molecules or ions with the total composition C24H46O8 (the ωB97M-V functional and the def2-TZVPD basis, the OMol25 dataset).

Computed properties:
* orbital gap: 9.881 eV
* energy relative to the best compared isomer or geometry (same formula, charge and spin): 181.5 kJ/mol
* E_tot: -1543.8750 hartree
* LUMO energy: 0.4 eV
* SMILES string: C[C@H]1COC(=O)O1.C1CCOC1.C1CCOC1.C1CCOC1.C1CCOC1.C1CCOC1
* HOMO: -9.512 eV

```
! RIJCOSX wB97M-V def2-TZVPD def2/J DEFGRID3
* xyz 0 1
C -2.27 -1.03 3.06
C -3.64 -1.38 3.65
C -4.38 -1.85 2.41
O -3.91 -0.97 1.37
C -2.55 -0.66 1.60
H -1.66 -1.94 3.10
H -1.69 -0.33 3.66
H -4.12 -0.47 4.03
H -3.49 -2.06 4.48
H -5.44 -1.64 2.52
H -4.14 -2.88 2.14
H -2.42 0.42 1.46
H -1.80 -1.22 1.04
C 4.91 2.54 1.45
C 5.24 3.03 2.86
C 5.17 4.53 2.63
O 5.83 4.70 1.36
C 5.32 3.69 0.52
H 3.82 2.40 1.39
H 5.33 1.57 1.18
H 6.22 2.76 3.25
H 4.39 2.72 3.47
H 5.71 5.12 3.36
H 4.12 4.84 2.52
H 6.06 3.39 -0.22
H 4.46 3.97 -0.10
C -0.43 -2.64 -1.34
C -1.31 -3.86 -1.52
C -0.90 -4.27 -2.91
O -0.83 -3.07 -3.64
C -0.52 -1.99 -2.74
H 0.55 -2.94 -0.95
H -0.68 -1.91 -0.56
H -2.38 -3.61 -1.52
H -1.18 -4.65 -0.77
H -1.49 -5.04 -3.40
H 0.09 -4.77 -2.86
H -1.43 -1.38 -2.78
H 0.38 -1.44 -2.99
C 4.10 -2.25 0.16
C 3.65 -1.40 1.34
C 2.33 -2.08 1.71
O 2.34 -3.37 1.08
C 3.66 -3.63 0.62
H 5.14 -2.19 -0.15
H 3.53 -2.00 -0.74
H 3.50 -0.36 1.04
H 4.46 -1.33 2.07
H 1.46 -1.53 1.35
H 2.25 -2.25 2.79
H 3.70 -4.38 -0.16
H 4.32 -3.94 1.44
C -0.48 1.98 -0.93
C 0.01 3.35 -0.50
C 1.36 3.01 0.11
O 1.90 2.03 -0.78
C 0.82 1.19 -1.25
H -1.14 2.00 -1.80
H -1.01 1.44 -0.14
H -0.61 3.80 0.28
H 0.10 4.08 -1.31
H 1.16 2.48 1.05
H 2.07 3.83 0.14
H 0.87 0.27 -0.66
H 1.05 0.99 -2.29
C -4.27 -0.11 -1.77
C -5.43 0.57 -2.43
C -5.53 2.11 -2.31
O -5.16 2.55 -3.59
C -5.19 1.54 -4.48
O -5.08 1.73 -5.64
O -5.36 0.36 -3.86
H -4.34 -1.19 -1.98
H -4.12 -0.01 -0.70
H -3.30 0.12 -2.23
H -6.36 0.09 -2.14
H -4.81 2.49 -1.58
H -6.53 2.33 -1.95
*
```

---

# C24H47BCl20

11 unconnected molecules or ions with the total composition C24H47BCl20 (the ωB97M-V functional and the def2-TZVPD basis, the OMol25 dataset).

Computed properties:
* orbital gap: 9.648 eV
* energy relative to the best compared isomer or geometry (same formula, charge and spin): 243.0 kJ/mol
* E_tot: -10171.1247 hartree
* LUMO energy: 0.4 eV
* SMILES string: C#CCCCBCCCCCCCCC.ClCCl.ClCCl.ClCCl.ClCCl.ClCCl.ClCCl.ClCCl.ClCCl.ClCCl.ClCCl
* HOMO: -9.224 eV

```
! RIJCOSX wB97M-V def2-TZVPD def2/J DEFGRID3
* xyz 0 1
C 5.66 -0.53 2.61
C 5.43 -0.48 1.41
C 5.38 -0.58 -0.15
C 5.35 0.84 -0.87
C 3.89 1.34 -1.28
B 3.39 2.55 -0.32
C 1.87 3.14 -0.30
C 0.94 1.99 0.31
C -0.57 2.02 -0.20
C -1.64 1.62 0.90
C -2.03 0.07 0.95
C -0.86 -0.94 0.58
C -0.92 -1.46 -0.95
C 0.18 -2.56 -1.27
C 0.16 -3.81 -0.27
H 5.68 -0.50 3.74
H 6.24 -1.22 -0.53
H 4.44 -1.17 -0.39
H 5.96 0.77 -1.83
H 5.84 1.61 -0.20
H 3.19 0.44 -1.15
H 3.81 1.61 -2.39
H 4.20 3.02 0.41
H 1.55 3.47 -1.33
H 1.86 3.99 0.45
H 0.92 2.00 1.44
H 1.42 0.99 0.03
H -0.78 3.11 -0.46
H -0.72 1.46 -1.18
H -1.31 2.05 1.91
H -2.61 2.18 0.65
H -2.31 -0.15 2.04
H -2.94 -0.20 0.34
H -1.04 -1.88 1.20
H 0.18 -0.59 0.86
H -1.98 -1.89 -1.09
H -0.79 -0.61 -1.70
H 1.23 -2.14 -1.37
H -0.06 -3.00 -2.30
H 0.51 -3.47 0.75
H 0.92 -4.56 -0.66
H -0.86 -4.31 -0.20
C -2.46 2.46 -3.88
Cl -3.48 3.19 -2.64
Cl -2.13 0.76 -3.52
H -2.97 2.53 -4.84
H -1.51 3.00 -3.93
C 9.77 -0.64 1.78
Cl 8.00 -0.55 1.91
Cl 10.26 -1.81 0.54
H 10.15 0.34 1.51
H 10.18 -0.95 2.73
C 3.68 -4.29 1.22
Cl 3.44 -3.60 -0.39
Cl 3.16 -3.17 2.48
H 3.10 -5.21 1.30
H 4.74 -4.50 1.35
C -5.74 -1.17 2.83
Cl -4.72 -0.07 3.77
Cl -4.91 -1.67 1.35
H -5.96 -2.05 3.42
H -6.66 -0.66 2.56
C 5.63 4.82 2.29
Cl 4.60 5.54 3.54
Cl 6.01 3.14 2.65
H 5.10 4.87 1.34
H 6.55 5.39 2.23
C -9.74 -1.78 3.71
Cl -8.51 -2.43 4.80
Cl -9.05 -1.37 2.13
H -10.51 -2.53 3.57
H -10.16 -0.88 4.15
C -4.85 -3.26 -2.27
Cl -6.40 -3.44 -3.11
Cl -4.13 -1.68 -2.60
H -5.02 -3.36 -1.20
H -4.17 -4.04 -2.61
C 0.08 5.76 -3.76
Cl -1.67 5.91 -3.66
Cl 0.56 4.58 -4.98
H 0.50 6.73 -4.02
H 0.47 5.45 -2.79
C -7.58 -5.61 -6.19
Cl -5.98 -5.44 -6.93
Cl -8.86 -5.14 -7.31
H -7.73 -6.65 -5.91
H -7.63 -4.98 -5.31
C -0.48 2.89 5.03
Cl -1.49 1.78 4.10
Cl 0.96 3.36 4.12
H -1.05 3.78 5.27
H -0.17 2.40 5.95
*
```